[1]
154
Properties=species:S:1:pos:R:3:forces:R:3 method="wB97M-V/def2-TZVPD" homo_ev=-8.01 orbital_gap_ev=8.14
C -1.183 1.583 0.149 -1.6 -2.5 -0.1
C -1.854 0.305 0.189 0.7 1.0 2.0
C -1.609 -0.624 1.279 -0.2 2.7 -2.3
C -0.655 -0.316 2.230 -0.3 0.3 -0.3
C 0.014 0.896 2.144 -0.2 -0.4 -0.6
C -0.254 1.819 1.107 1.5 -1.3 1.7
O 0.538 2.889 0.948 0.5 1.6 -0.3
O -2.330 -1.751 1.379 -0.5 -1.0 0.3
H -1.346 2.357 -0.587 -0.2 -0.2 -0.2
H -2.707 0.150 -0.455 0.1 -0.3 -0.3
H -0.506 -1.023 3.033 0.2 0.1 0.1
H 0.822 1.044 2.846 0.1 0.4 0.1
H 1.191 2.998 1.643 -0.1 -0.2 0.2
H -3.211 -1.581 1.037 -0.1 -0.2 -0.2
C 8.749 -0.084 7.896 1.2 0.2 -0.6
C 7.417 0.191 8.171 1.0 0.4 -1.0
C 6.745 1.006 7.265 0.9 -0.9 0.2
C 7.363 1.482 6.116 -0.3 -0.1 0.6
C 8.689 1.165 5.819 0.0 0.1 1.0
C 9.434 0.413 6.739 -2.1 0.1 0.4
O 10.752 0.177 6.548 0.4 -0.5 0.5
O 5.477 1.372 7.509 -1.6 0.8 -0.2
H 9.310 -0.623 8.645 0.2 -0.2 -0.1
H 6.966 -0.149 9.091 -0.1 0.0 0.0
H 6.714 2.153 5.574 0.4 0.0 -0.6
H 9.188 1.595 4.964 0.0 0.0 -0.2
H 11.050 0.588 5.734 -0.1 0.1 -0.1
H 4.963 0.676 7.924 0.2 -0.1 0.1
C -6.134 10.755 -1.579 0.6 1.9 0.2
C -6.810 9.569 -1.532 1.1 0.6 1.3
C -6.122 8.507 -0.961 0.6 -0.9 -1.8
C -4.733 8.539 -0.778 -1.0 0.5 0.6
C -4.095 9.776 -0.840 0.2 -2.3 0.6
C -4.798 10.889 -1.123 -0.2 0.8 -0.9
O -4.143 12.098 -1.073 -1.0 0.5 -0.4
O -6.792 7.328 -1.022 0.1 -1.6 0.9
H -6.635 11.646 -1.928 0.0 0.2 0.0
H -7.859 9.458 -1.765 0.0 0.2 -0.3
H -4.101 7.719 -0.470 -0.5 -0.5 -0.1
H -3.046 9.707 -0.589 0.2 0.7 -0.1
H -3.272 11.990 -0.684 0.0 -0.2 0.0
H -7.723 7.470 -0.838 0.0 0.0 0.0
C -8.805 -1.274 -5.592 0.1 -0.7 -1.8
C -9.325 -0.371 -6.498 0.3 -0.6 -0.9
C -9.232 -0.632 -7.889 0.9 -1.3 0.8
C -8.605 -1.807 -8.319 -0.3 0.8 0.2
C -8.105 -2.739 -7.416 0.3 -0.1 0.1
C -8.190 -2.500 -6.072 -1.4 2.9 2.3
O -7.651 -3.293 -5.121 0.8 -1.5 -0.2
O -9.697 0.224 -8.839 -0.5 0.3 0.2
H -8.914 -0.920 -4.578 0.4 -0.8 0.4
H -9.770 0.516 -6.073 -0.1 0.3 -0.4
H -8.489 -1.961 -9.382 -0.1 -0.1 -0.1
H -7.597 -3.634 -7.744 0.0 -0.1 -0.1
H -8.036 -3.176 -4.249 -0.2 0.3 -0.2
H -10.494 0.572 -8.434 -0.2 0.5 -0.4
C -7.174 -1.044 4.022 1.0 0.7 -0.9
O -8.011 -2.171 4.017 -0.3 -1.1 1.1
P -8.872 -2.642 2.789 -1.4 0.2 -1.7
O -8.130 -2.998 1.558 -0.2 0.6 1.0
O -9.939 -1.407 2.629 0.9 -1.1 0.3
C -9.595 -0.139 2.042 -0.7 -0.1 -1.0
O -9.821 -3.851 3.298 0.7 1.8 -0.1
C -9.245 -5.033 3.869 0.1 0.0 0.0
H -6.186 -1.312 4.395 -0.2 -0.1 0.2
H -7.561 -0.192 4.581 -0.3 -0.3 0.2
H -7.019 -0.697 3.000 0.1 0.0 0.0
H -9.891 0.691 2.684 0.2 -0.3 0.4
H -10.206 -0.052 1.143 -0.1 0.0 0.0
H -8.575 0.004 1.686 0.1 -0.4 0.4
H -8.303 -4.783 4.357 -0.1 -0.2 0.3
H -9.044 -5.803 3.124 -0.1 0.2 -0.3
H -9.998 -5.414 4.558 0.3 0.1 0.1
C 5.063 -0.740 -3.212 -0.8 1.1 0.2
O 5.768 -1.743 -3.887 2.9 -1.9 0.6
P 7.371 -2.090 -3.639 -1.0 -0.8 0.4
O 8.325 -1.187 -4.258 0.2 0.0 -0.6
O 7.527 -3.660 -4.136 0.2 2.2 -0.2
C 6.746 -4.660 -3.547 -0.6 -1.0 1.5
O 7.590 -2.106 -2.040 -3.4 -0.6 -1.8
C 8.811 -2.012 -1.405 0.8 -0.6 0.5
H 4.116 -1.133 -2.842 0.0 -0.2 -0.1
H 4.835 0.037 -3.941 0.0 0.1 0.1
H 5.555 -0.276 -2.357 0.4 -0.2 -0.1
H 7.225 -5.619 -3.349 1.2 0.2 -0.5
H 5.897 -5.006 -4.137 -0.4 0.9 0.0
H 6.539 -4.348 -2.523 -0.9 0.0 -0.1
H 9.591 -2.140 -2.155 0.4 0.8 0.4
H 8.894 -2.861 -0.725 0.0 -0.1 0.1
H 8.743 -1.113 -0.792 0.9 0.2 -0.3
C 4.591 7.115 1.988 0.4 -1.2 -0.3
O 3.964 7.208 3.202 -1.5 0.5 2.1
C 3.258 8.453 3.474 0.9 -1.5 -0.1
C 2.741 8.411 4.959 -0.1 -0.2 -1.4
O 1.878 7.263 5.150 2.0 1.1 0.5
C 0.571 7.507 4.702 0.6 -0.8 -0.5
H 4.754 6.046 1.849 -0.2 -0.2 -0.3
H 5.617 7.481 2.033 0.0 0.9 -0.4
H 3.952 7.455 1.173 0.3 0.4 -0.3
H 2.458 8.535 2.739 -0.4 0.0 0.1
H 3.992 9.203 3.180 -0.2 0.8 0.8
H 2.190 9.320 5.204 -0.2 0.2 -0.3
H 3.599 8.444 5.631 -0.1 -0.8 0.1
H -0.064 7.769 5.549 -0.3 0.4 -0.3
H 0.281 6.553 4.262 -0.6 0.0 0.1
H 0.634 8.213 3.873 -0.7 0.4 0.2
C -2.096 -9.171 -0.578 -0.6 -0.5 -0.7
O -0.877 -9.828 -0.900 -1.1 0.6 0.9
C 0.238 -9.194 -0.329 0.8 -1.0 0.2
C 1.270 -10.283 -0.147 0.9 0.3 -0.6
O 1.554 -10.783 -1.450 0.1 -0.3 0.1
C 2.378 -11.945 -1.430 -0.1 0.8 1.0
H -2.887 -9.772 -1.025 0.0 0.1 -0.3
H -2.154 -8.157 -0.973 0.2 0.1 -0.2
H -2.394 -9.126 0.470 0.7 -0.1 0.5
H 0.073 -8.801 0.675 -0.5 0.3 0.0
H 0.610 -8.421 -1.001 0.1 0.2 0.1
H 0.997 -11.007 0.622 -0.9 -0.8 -0.5
H 2.172 -9.933 0.355 0.5 0.8 -0.4
H 1.944 -12.551 -0.634 0.3 -0.8 -0.3
H 3.390 -11.671 -1.131 0.3 0.0 0.2
H 2.477 -12.448 -2.391 -0.6 0.2 0.0
C 5.835 -4.962 3.332 0.2 0.4 0.1
O 6.663 -5.870 3.976 -0.5 -2.8 -0.3
C 7.481 -5.338 4.952 1.2 0.9 -0.7
C 8.456 -6.197 5.790 -0.4 -0.3 -0.6
O 9.586 -6.757 5.103 0.1 0.8 0.6
C 9.234 -7.885 4.371 -0.5 -0.5 -1.9
H 5.557 -5.353 2.354 0.0 -0.1 0.1
H 6.396 -4.036 3.205 -0.2 0.4 -0.2
H 4.936 -4.781 3.921 -0.2 0.2 0.0
H 6.889 -4.654 5.560 0.1 -0.1 0.7
H 8.164 -4.728 4.362 0.5 0.7 0.3
H 8.012 -7.032 6.331 -0.5 0.2 0.3
H 8.812 -5.416 6.463 0.4 -0.4 0.3
H 8.859 -8.745 4.926 -0.5 0.3 0.5
H 9.999 -8.349 3.747 1.1 0.6 0.6
H 8.576 -7.568 3.562 -0.9 -0.3 0.3
C -3.130 7.535 -7.802 -0.2 -1.0 1.6
O -2.742 6.239 -8.215 -0.4 -0.8 -1.2
C -3.173 5.125 -7.440 -0.3 0.8 1.4
C -3.842 4.027 -8.214 1.7 -0.7 -1.7
O -2.946 3.548 -9.303 -1.4 0.2 0.1
C -1.609 3.153 -9.016 -0.3 0.7 0.9
H -4.118 7.526 -7.341 -0.6 -0.1 -0.4
H -3.112 8.268 -8.608 0.4 -0.3 0.1
H -2.514 7.741 -6.927 0.5 1.0 -0.2
H -3.910 5.428 -6.697 -0.4 0.4 0.1
H -2.358 4.798 -6.795 0.4 -0.3 -0.3
H -4.803 4.379 -8.591 0.5 0.4 -1.1
H -4.229 3.158 -7.682 0.8 -0.1 0.9
H -1.503 2.772 -8.000 -0.1 -0.4 0.1
H -0.924 4.000 -9.042 0.0 0.3 -0.2
H -1.237 2.419 -9.731 -0.5 -0.1 -0.1

---

[2]
8
Properties=species:S:1:pos:R:3:forces:R:3 method="wB97M-V/def2-TZVPD" homo_ev="-14.90 / -15.18" relative_energy_kcal_mol=68.8 orbital_gap_ev="6.71 / 7.33" total_charge=+1
C 0.534 -0.414 -0.051 3.1 -0.4 0.8
N 1.227 0.541 0.400 -3.3 0.3 -0.4
N -0.777 -0.499 -0.126 -2.5 -2.3 -1.1
O -1.571 0.567 -0.193 -1.4 0.8 -0.4
S -1.201 1.991 0.358 1.0 0.0 0.4
H 0.805 -1.413 -0.379 1.3 -0.2 0.2
H 2.193 0.583 0.604 1.2 -0.3 -0.3
H -1.210 -1.356 -0.614 0.6 2.1 1.0

---

[3]
26
Properties=species:S:1:pos:R:3:forces:R:3 method="wB97M-V/def2-TZVPD" homo_ev=-13.06 relative_energy_kcal_mol=0.0 orbital_gap_ev=8.64 total_charge=+1
C 2.359 1.320 1.118 0.1 -1.9 0.1
C 1.197 1.788 0.412 -1.2 1.0 0.7
C 0.152 1.068 -0.010 1.0 -1.3 -0.1
C 2.395 0.003 1.442 1.0 2.9 -0.2
C -1.898 2.218 -0.433 -1.6 1.5 -2.4
C -0.916 1.510 -0.909 0.1 -1.5 1.2
C 1.227 -0.847 1.348 -1.9 -0.6 2.8
C 0.849 -0.962 -1.071 2.1 -3.0 0.5
C -1.098 -1.050 0.571 -1.0 -0.8 -2.4
N 1.046 3.349 0.335 0.8 -2.4 -0.4
N 0.238 -0.529 0.213 2.8 1.9 -0.2
O 1.170 3.883 1.394 -0.1 0.5 0.7
O 0.896 3.822 -0.748 -0.2 0.6 -0.6
Br 3.948 -0.818 2.124 -0.3 0.3 0.0
H 3.211 1.941 1.278 0.3 0.5 0.0
H -2.584 2.640 -1.176 -0.2 -0.5 0.3
H -2.076 2.594 0.511 0.3 0.5 2.1
H -1.075 1.070 -1.874 0.7 0.1 -0.6
H 1.741 -1.833 1.500 -1.8 -0.2 -1.3
H 0.539 -0.729 2.303 1.6 0.0 -1.5
H 1.005 -2.117 -1.034 -0.4 2.0 -0.2
H 0.234 -0.697 -1.868 -1.2 0.2 -1.2
H 1.862 -0.505 -1.269 -1.1 -0.3 0.8
H -0.999 -1.767 1.359 0.1 -0.6 0.2
H -1.646 -0.198 0.944 -0.5 -0.1 -0.1
H -1.582 -1.528 -0.386 0.8 1.1 2.0

---

[4]
7
Properties=species:S:1:pos:R:3:forces:R:3 method="wB97M-V/def2-TZVPD" homo_ev="-7.43 / -7.43" relative_energy_kcal_mol=101.0 orbital_gap_ev="7.39 / 7.39"
C 1.285 0.587 0.225 0.4 2.4 1.0
C -1.541 0.076 0.039 2.6 1.9 0.2
O 0.316 -0.037 -0.193 -1.7 -2.2 -0.2
O -1.870 1.204 -0.041 -0.9 -1.7 0.2
O -2.100 -1.092 0.180 -1.0 1.0 -0.2
H 1.094 1.613 0.859 -0.4 -1.7 -0.9
H -1.603 -1.910 0.290 0.9 0.4 -0.1

---

Number 1: calculated total energy -4290.20098 a.u.. Number 2: calculated total energy -622.37378 a.u.. Number 3: calculated total energy -3183.66618 a.u.. Number 4: calculated total energy -302.96936 a.u..